Here is a molecular structure, C31H30ClLuN7O5 at a distorted geometry from OMol25. Energies are from the ωB97M-V functional and the def2-TZVPD basis.

The geometry in XYZ format:
```
75
Properties=species:S:1:pos:R:3
Lu -0.51 -0.10 -0.84
C -2.91 -1.96 2.60
C -2.35 -1.13 1.48
N -1.26 -1.50 0.81
N -0.32 -2.08 1.59
C 0.77 -1.32 1.65
O 1.11 -0.58 0.61
C 1.62 -1.30 2.88
C 2.20 -0.06 3.27
C 2.89 0.04 4.46
C 2.90 -1.05 5.30
C 2.50 -2.33 4.86
C 1.80 -2.45 3.69
C -2.72 0.24 1.29
C -3.43 0.85 2.33
C -3.72 2.21 2.31
C -3.38 2.85 1.10
C -2.76 2.19 0.03
N -2.33 0.90 0.15
H -2.52 -2.98 2.43
H -4.00 -2.06 2.55
H -2.57 -1.64 3.60
H 2.06 0.80 2.63
H 3.32 1.03 4.84
H 3.28 -0.95 6.28
H 2.71 -3.21 5.46
H 1.31 -3.37 3.37
H -3.72 0.19 3.17
H -4.16 2.74 3.16
H -3.51 3.93 0.95
H -2.64 2.66 -0.96
O 0.05 4.53 -5.53
C -0.25 3.42 -4.86
O -0.83 2.53 -5.45
C 0.12 3.22 -3.43
C 0.95 3.95 -2.56
Cl 1.93 5.23 -2.91
N 1.04 3.30 -1.40
N 0.30 2.06 -1.44
C -0.34 2.12 -2.65
C -1.33 1.07 -3.03
O -0.94 -0.13 -2.78
O -2.42 1.40 -3.53
C 1.73 3.73 -0.21
C 1.60 5.06 0.20
C 2.09 5.49 1.42
C 2.79 4.63 2.21
C 3.13 3.35 1.72
C 2.57 2.86 0.52
H 0.60 5.17 -5.03
H 1.02 5.71 -0.47
H 1.83 6.53 1.78
H 3.18 4.99 3.17
H 3.77 2.74 2.30
H 2.77 1.84 0.20
C -1.54 -2.88 -2.60
C -1.46 -4.29 -3.20
N -0.23 -5.00 -2.75
C -0.12 -5.01 -1.29
C -0.21 -3.60 -0.69
N -0.37 -2.53 -1.73
C 0.82 -2.69 -2.62
C 0.93 -4.15 -3.18
H -2.46 -2.81 -2.00
H -1.65 -2.07 -3.36
H -1.43 -4.19 -4.30
H -2.39 -4.84 -2.97
H 0.83 -5.47 -1.06
H -0.88 -5.70 -0.89
H 0.73 -3.45 -0.12
H -1.06 -3.54 0.01
H 1.70 -2.51 -2.04
H 0.84 -1.92 -3.36
H 1.89 -4.61 -2.86
H 1.05 -4.15 -4.25
```

As for the LUMO energy: -0.154 Eh. The total energy comes out at -99439.9774 eV. For the HOMO energy, the calculation gives -10.62 eV. The frontier orbital gap comes out at 6.431 eV. As for the net charge: +1. For the energy above the lowest of the compared OMol25 structures with the same formula, charge and spin, the calculation gives 1.8735 eV.

Löwdin atomic charge list, values in e, 8 entries: number 1, Lu, carries 1.760; number 2, C, carries -0.020; number 3, C, carries -0.224; number 4, N, carries -0.098; number 5, N, carries 0.032; number 6, C, carries -0.402; number 7, O, carries -0.218; number 8, C, carries -0.127

***

Here is a molecular structure, C31H30ClN5O2STa at a distorted geometry from OMol25. Energies are from the ωB97M-V functional and the def2-TZVPD basis.

The geometry in XYZ format:
```
71
Properties=species:S:1:pos:R:3
Ta 0.92 -0.78 -0.52
N -1.04 -1.16 -2.84
C -1.57 -2.08 -1.90
C -2.82 -2.65 -2.07
C -3.29 -3.50 -1.08
C -2.51 -3.74 0.04
C -1.28 -3.13 0.12
N -0.80 -2.30 -0.83
C 0.20 -1.46 -3.42
C 0.34 -1.58 -4.80
C 1.59 -1.88 -5.32
C 2.66 -2.06 -4.45
C 2.45 -1.90 -3.10
N 1.24 -1.58 -2.57
H -1.73 -0.85 -3.52
H -3.39 -2.45 -2.96
H -4.26 -3.97 -1.19
H -2.85 -4.38 0.84
H -0.65 -3.26 1.00
H -0.52 -1.46 -5.44
H 1.72 -1.98 -6.39
H 3.65 -2.30 -4.81
H 3.28 -1.93 -2.41
N 2.63 -3.47 -0.27
C 2.28 -2.39 0.33
C 2.13 0.30 0.79
O 4.27 -0.59 -1.22
O 2.29 1.51 1.17
H 3.05 -4.26 0.22
H 2.66 -3.56 -1.28
H 5.13 -0.07 0.86
H 2.30 -2.57 1.41
N -0.55 0.03 0.62
S -0.64 1.17 1.85
C -2.18 1.97 1.55
C -2.12 3.33 1.28
C -3.31 4.01 1.03
C -4.51 3.32 1.04
C -4.55 1.95 1.30
C -3.38 1.26 1.57
C -0.95 0.22 3.33
C -0.26 -0.97 3.53
C -0.41 -1.63 4.74
C -1.22 -1.10 5.73
C -1.88 0.10 5.53
C -1.75 0.78 4.32
H -1.50 -0.25 0.37
H -1.18 3.86 1.28
H -3.29 5.07 0.84
H -5.44 3.86 0.85
H -5.50 1.43 1.33
H -3.41 0.21 1.82
H 0.39 -1.36 2.76
H 0.12 -2.56 4.91
H -1.33 -1.62 6.67
H -2.50 0.52 6.31
H -2.26 1.72 4.17
Cl 3.99 -0.47 0.29
C 2.46 2.54 0.19
C 3.14 3.67 0.63
C 3.34 4.70 -0.26
C 2.87 4.58 -1.57
C 2.20 3.43 -1.96
C 1.98 2.37 -1.07
C 1.29 1.13 -1.55
H 3.48 3.71 1.66
H 3.87 5.59 0.06
H 3.02 5.38 -2.28
H 1.84 3.35 -2.98
H 1.82 0.77 -2.45
H 0.26 1.39 -1.87
```

As for the LUMO energy (alpha / beta): -0.360 / -0.360 Eh. The total energy comes out at -69055.8944 eV. For the HOMO energy (alpha / beta), the calculation gives -16.16 / -16.16 eV. The frontier orbital gap (alpha / beta) comes out at 6.364 / 6.367 eV. As for the net charge: +3. For the energy above the lowest of the compared OMol25 structures with the same formula, charge and spin, the calculation gives 10.9512 eV.

Löwdin atomic charge list, values in e, 8 entries: number 1, Ta, carries 1.604; number 2, N, carries 0.117; number 3, C, carries -0.297; number 4, C, carries 0.038; number 5, C, carries 0.013; number 6, C, carries -0.008; number 7, C, carries -0.106; number 8, N, carries -0.040

***

no.,molar mass (g/mol)
1,791.045
2,753.082